{"formula": "C5H10N2O", "method": "wB97M-V/def2-TZVPD", "mol_weight_g_mol": 114.15, "energy_ev": -10374.0581, "fmax_ev_per_a": 1.06, "orbital_gap_ev": 9.89, "spin_multiplicity": 1, "charge": 0, "symbols": ["C", "C", "C", "C", "O", "N", "C", "N", "H", "H", "H", "H", "H", "H", "H", "H", "H", "H"], "positions_angstrom": [[-1.014, 1.740, 0.976], [-1.399, 0.620, 0.393], [-0.501, -0.313, -0.390], [-0.824, -0.212, -1.887], [-0.743, -1.694, 0.107], [0.869, -0.004, -0.203], [1.525, -0.552, 0.738], [2.853, -0.349, 0.849], [-1.715, 2.378, 1.486], [-0.006, 2.102, 0.880], [-2.425, 0.275, 0.473], [-0.377, -1.052, -2.407], [-0.393, 0.713, -2.269], [-1.900, -0.209, -2.053], [-1.639, -1.958, -0.110], [1.099, -1.217, 1.502], [3.251, 0.348, 0.230], [3.339, -0.616, 1.685]], "forces_ev_per_a": [[-0.114, 0.220, -0.236], [0.054, -0.367, 0.079], [-0.602, -0.753, 0.304], [0.069, -0.035, 0.408], [0.338, 0.946, -0.336], [0.657, -0.094, -0.008], [-0.672, -0.118, 0.024], [0.575, 0.268, 0.002], [-0.173, 0.029, 0.190], [0.257, -0.038, 0.044], [-0.145, 0.105, -0.035], [0.107, -0.144, -0.100], [-0.106, -0.034, 0.022], [-0.114, -0.026, -0.063], [-0.213, 0.073, -0.100], [0.031, 0.080, -0.352], [0.046, -0.215, 0.263], [0.003, 0.103, -0.105]]}